Entry 1:
20
Properties=species:S:1:pos:R:3:forces:R:3 method="wB97M-V/def2-TZVPD" e_lumo_ev="-0.22 / -0.06" spin_multiplicity=1 mol_weight_g_mol=228.149 relative_energy_kj_mol=392.7 e_tot_ev=-21370.5699 orbital_gap_ev="6.6 / 7.6"
I 4.1845 0.2779 0.2060 1.170 0.032 1.385
Si -0.1910 -0.0427 -0.1034 0.763 -0.105 0.605
C 0.0179 1.2986 1.2251 -3.156 -0.849 -2.140
C -1.0424 -1.5192 0.8924 -1.292 1.161 -2.804
C -1.7788 -2.4417 -0.0993 0.334 -1.155 -0.519
C -0.9803 0.3852 -1.7913 -1.325 -2.355 0.956
C 2.8006 0.2813 -1.2176 -2.380 2.471 0.421
H -1.6698 -1.1271 1.6645 -1.003 0.877 0.144
H 2.8616 -0.5492 -1.8186 -0.060 -1.525 -1.541
H -1.0036 -2.9060 -0.7388 -0.256 0.256 0.038
H -2.4955 -1.9878 -0.8063 0.258 0.132 0.622
H 2.6212 1.3011 -1.6389 0.057 -1.266 0.207
H -1.4766 -0.5967 -2.0827 0.506 1.020 0.214
H 0.9726 1.2558 1.5323 3.502 0.129 1.254
H -0.2586 0.5337 -2.5509 0.786 0.552 -0.608
H -0.4402 -2.0918 1.4972 2.237 -1.401 0.897
H -1.7911 1.1048 -1.8180 0.103 0.393 0.138
H -0.2110 2.2376 0.7461 -0.107 0.543 0.318
H -0.6487 1.0100 2.0302 -0.192 0.418 0.171
H -2.2725 -3.3372 0.3275 0.055 0.671 0.243

***

Entry 2:
23
Properties=species:S:1:pos:R:3:forces:R:3 method="wB97M-V/def2-TZVPD" e_lumo_ev=-10.47 spin_multiplicity=1 mol_weight_g_mol=350.976 e_tot_ev=-13366.2629 charge=+2 orbital_gap_ev=5.7
La -0.4207 -1.7399 -3.2473 -0.140 1.078 0.640
Nb 0.2805 0.2551 -0.5582 -2.241 4.087 3.832
O -0.9266 -0.6533 0.6442 0.920 -0.010 -1.440
O 1.5963 1.1700 -1.7822 -1.885 -0.397 0.596
N 3.9211 0.6568 -1.6066 0.538 0.163 0.724
C -0.9014 -2.6799 2.0991 -0.855 0.291 0.093
C -0.4833 -2.0223 0.8347 0.803 0.007 0.109
C -0.0779 2.0501 0.5409 0.952 -0.635 0.317
C 2.8232 0.9922 -1.4993 1.563 -0.503 -1.604
C -0.8586 2.7881 -0.5221 0.102 -0.956 -0.494
H -1.8012 2.3114 -0.7519 -0.554 0.005 -0.032
H -1.9746 -2.7568 2.1651 -0.441 -0.059 0.065
H 1.6989 -0.0615 0.5069 -0.103 -0.225 -0.499
H 0.8705 2.5084 0.7677 0.305 0.367 0.178
H 0.5547 -1.4405 -1.4641 0.267 -1.290 -1.015
H 0.5986 -1.9646 0.8859 0.478 -0.320 -0.257
H -0.3118 2.9113 -1.4466 0.232 0.309 -0.360
H -0.6458 1.8592 1.4322 -0.138 -0.116 0.429
H -0.5547 -2.1079 2.9424 0.211 0.154 0.376
H -0.7282 -2.6169 -0.0497 -0.405 -0.234 -0.156
H -0.4869 -3.6728 2.1341 0.256 -0.381 0.069
H -1.0765 3.7696 -0.1275 -0.138 0.445 0.114
H -1.0956 0.4443 -1.8977 0.273 -1.780 -1.686

***

Entry 3:
19
Properties=species:S:1:pos:R:3:forces:R:3 method="wB97M-V/def2-TZVPD" smiles=CC(C)N(C)C e_lumo_ev=1.13 spin_multiplicity=1 mol_weight_g_mol=87.166 relative_energy_kj_mol=93.0 e_tot_ev=-6885.2333 orbital_gap_ev=9.4
N 0.7948 -0.4512 -0.2745 -0.704 1.093 0.644
C 1.6135 -0.7813 0.8786 0.425 1.109 0.277
C -1.2055 0.5348 0.9637 0.521 0.101 -1.360
C -0.0268 -1.5504 -0.7482 0.500 -0.028 0.357
C 0.0161 0.7920 0.0040 -0.876 -1.224 0.745
C -0.4628 1.5037 -1.2393 -0.042 -0.320 -0.335
H -0.6020 -1.2172 -1.6097 0.118 -0.252 -0.161
H 0.3072 1.6730 -1.9938 0.221 0.238 0.336
H -0.9424 2.4314 -0.9306 0.042 0.133 -0.272
H 2.3179 0.0527 1.0055 0.542 -0.460 -0.489
H -0.8334 0.0355 1.8525 -0.325 0.288 0.363
H -1.6780 1.5074 1.1079 0.058 -0.122 0.644
H 1.1921 -0.7275 1.9027 -0.805 -0.733 -0.422
H -0.7261 -1.9463 -0.0019 -0.067 -0.008 0.090
H 2.1008 -1.7340 0.7090 0.273 -0.030 0.169
H 0.6240 1.4272 0.6354 0.676 0.327 -0.355
H 0.6783 -2.3506 -0.9948 -0.379 -0.044 -0.338
H -1.9632 -0.0934 0.4948 0.034 -0.113 -0.047
H -1.2045 0.8941 -1.7613 -0.211 0.048 0.155

***

Entry 4:
19
Properties=species:S:1:pos:R:3:forces:R:3 method="wB97M-V/def2-TZVPD" smiles=CCC(C)(C)N e_lumo_ev=1.01 spin_multiplicity=1 mol_weight_g_mol=87.166 relative_energy_kj_mol=0.0 e_tot_ev=-6886.1973 orbital_gap_ev=10.2
N 1.0113 -1.3536 -0.3245 0.036 -0.374 0.001
C -1.8539 -0.0260 -1.0366 -0.072 0.169 -0.010
C 0.8647 1.0689 -0.5779 -0.301 0.410 0.063
C 0.4074 -0.1424 0.2476 0.285 0.052 0.054
C -1.1328 -0.3059 0.2763 -0.062 -0.065 0.075
C 0.9216 0.0051 1.6883 -0.101 -0.002 0.083
H -1.5618 0.3552 1.0403 0.206 0.004 -0.065
H -2.9083 -0.3089 -0.9518 0.155 -0.002 -0.071
H 0.6313 -0.8504 2.3090 0.010 0.072 -0.207
H 1.9497 1.2120 -0.5085 -0.153 -0.124 0.111
H 0.6262 0.9520 -1.6415 -0.050 -0.037 0.191
H -1.3835 -1.3268 0.5971 0.333 0.161 0.010
H 0.3851 1.9884 -0.2253 0.058 0.020 -0.062
H -1.8253 1.0431 -1.2733 0.029 -0.177 -0.101
H 0.5119 0.9084 2.1561 0.050 -0.107 -0.137
H -1.4187 -0.5812 -1.8717 -0.069 0.029 0.001
H 0.7326 -1.4597 -1.2980 0.032 0.017 0.156
H 2.0143 0.0885 1.7214 -0.117 -0.050 -0.097
H 2.0281 -1.2667 -0.3271 -0.269 0.004 0.005

***

Entry 5:
19
Properties=species:S:1:pos:R:3:forces:R:3 method="wB97M-V/def2-TZVPD" smiles="CN(C)C.C=C" e_lumo_ev=1.00 spin_multiplicity=1 mol_weight_g_mol=87.166 relative_energy_kj_mol=258.5 e_tot_ev=-6883.5183 orbital_gap_ev=9.4
N -0.9071 0.2144 2.8963 -1.210 -1.490 1.943
C -2.2777 -0.0215 3.3225 -0.361 0.176 -0.179
C 1.8248 1.1388 1.4914 0.121 0.499 -0.623
C -0.1424 0.8050 3.9837 0.280 0.332 0.274
C -0.2935 -1.0365 2.4784 0.223 -0.359 -0.292
C 0.5685 1.4801 1.1999 0.977 0.705 -0.960
H 0.8889 0.9999 3.6445 -0.720 0.001 0.426
H 0.7376 -0.8443 2.1370 -0.748 -0.345 0.143
H 2.0488 0.4489 2.3130 0.259 0.382 -0.493
H -0.6026 1.7629 4.2790 0.207 -0.329 -0.105
H 2.6686 1.5386 0.9175 -0.168 -0.232 0.301
H -0.2611 -1.7751 3.2969 -0.058 0.065 -0.062
H 0.3446 2.1700 0.3783 0.350 -0.160 0.160
H -0.1034 0.1462 4.8675 -0.059 0.053 -0.072
H -0.8675 -1.4655 1.6399 0.246 0.146 0.283
H -0.2753 1.0802 1.7738 0.400 0.722 -0.922
H -2.3313 -0.7161 4.1776 -0.062 0.046 -0.050
H -2.7411 0.9352 3.6168 0.139 -0.372 -0.104
H -2.8547 -0.4490 2.4852 0.183 0.161 0.331

***

Entry 6:
19
Properties=species:S:1:pos:R:3:forces:R:3 method="wB97M-V/def2-TZVPD" e_lumo_ev="-2.68 / -7.73" spin_multiplicity=2 mol_weight_g_mol=87.166 relative_energy_kj_mol=159.5 e_tot_ev=-6876.1078 charge=+1 orbital_gap_ev="13.4 / 8.8"
N -0.3448 -0.4183 0.9047 -0.976 2.016 -5.077
C 0.7857 -0.1972 -0.0747 1.908 0.198 0.856
C 1.5556 1.1635 0.1564 -0.660 -0.287 0.829
C -1.1345 -1.6478 0.5173 -1.533 2.064 1.025
C 0.4593 -0.3546 -1.5994 -1.917 1.297 1.001
C -1.1162 0.8712 0.9365 -0.677 -1.565 1.602
H 1.6138 1.9110 -0.6392 0.018 -0.831 -0.579
H 1.4808 -1.0411 0.1529 -0.309 0.572 -0.180
H -1.1092 1.3631 -0.0266 0.014 -0.376 -0.593
H -2.1147 0.5625 1.2459 0.015 0.707 0.079
H -0.3427 0.3285 -1.9500 -0.181 -0.322 0.712
H -0.9962 -2.3454 1.3192 0.055 -0.889 -0.033
H 0.0994 -1.3629 -1.7760 0.976 0.028 -0.955
H -0.6630 1.6022 1.5864 -0.049 -0.083 0.634
H 1.1308 1.7972 0.9340 0.017 -0.450 0.352
H 2.5323 0.8830 0.5091 0.554 0.236 -0.127
H -2.2328 -1.3718 0.4075 1.317 -0.235 0.701
H -0.8626 -1.8967 -0.4858 0.593 -0.890 0.054
H 1.2591 0.1536 -2.1182 0.834 -1.188 -0.301

***

Entry 7:
19
Properties=species:S:1:pos:R:3:forces:R:3 method="wB97M-V/def2-TZVPD" e_lumo_ev="-3.17 / -7.80" spin_multiplicity=2 mol_weight_g_mol=87.166 relative_energy_kj_mol=41.5 e_tot_ev=-6877.3304 charge=+1 orbital_gap_ev="12.1 / 7.5"
N -1.8185 0.2724 -0.1536 -1.250 -0.607 1.017
C -0.5824 -0.3235 0.1415 1.449 -0.574 -0.429
C 1.8433 -0.0749 0.7264 -0.543 0.226 -0.425
C 2.5775 0.3270 -0.5600 0.269 0.403 0.847
C 0.4483 0.5602 0.8282 -0.600 0.365 0.691
C -2.8987 -0.4568 -0.8016 0.631 -0.041 -0.328
H 3.1102 1.2626 -0.3836 -0.119 0.122 -0.020
H 1.6844 -1.1566 0.7655 0.225 -0.032 0.076
H -3.2555 0.1041 -1.6714 -0.122 0.067 0.167
H -2.1394 0.9212 0.5735 0.195 0.422 -0.545
H -0.1171 -0.7860 -0.7477 -0.474 0.222 -0.165
H 0.1758 0.6906 1.8815 -0.047 -0.179 -0.026
H 2.4075 0.2027 1.6094 0.189 -0.048 0.036
H -0.8156 -1.2296 0.7425 -0.099 0.130 0.125
H 0.3505 1.5706 0.4156 0.499 -0.102 -0.221
H -3.6969 -0.6016 -0.0750 -0.168 0.164 -0.047
H 1.8848 0.5307 -1.3780 0.186 -0.445 -0.215
H 3.3629 -0.3922 -0.7771 -0.234 -0.144 -0.473
H -2.5210 -1.4207 -1.1360 0.012 0.050 -0.065

***

Entry 8:
19
Properties=species:S:1:pos:R:3:forces:R:3 method="wB97M-V/def2-TZVPD" e_lumo_ev="-2.81 / -7.44" spin_multiplicity=2 mol_weight_g_mol=87.166 relative_energy_kj_mol=160.4 e_tot_ev=-6876.0980 charge=+1 orbital_gap_ev="13.2 / 8.5"
N 0.3914 -0.5127 -0.0492 1.507 1.413 -2.891
C -0.7704 0.4165 -0.2818 -1.212 1.563 2.064
C 0.5754 -1.8398 -0.6426 -1.322 -1.093 -0.326
C -1.7978 -0.0444 0.8179 4.451 0.938 1.995
C 1.7447 0.0590 -0.0035 1.168 0.329 1.889
C -0.3457 1.9128 0.0814 1.441 -0.663 0.078
H -1.5279 0.5703 1.7596 -0.861 -0.790 -1.481
H 1.3481 -2.4123 -0.1405 0.550 0.556 0.104
H -1.4963 -1.0338 1.1212 -0.795 -0.695 -0.040
H 0.8627 -1.7100 -1.7303 -0.544 -0.135 1.111
H -0.2727 -2.5249 -0.5000 -0.313 0.751 -0.529
H 0.5073 2.1430 -0.6305 -1.421 0.628 0.641
H -1.0972 2.7884 0.2748 1.043 -2.195 -0.917
H -2.7585 0.0806 0.5237 -2.924 0.144 -0.724
H -1.2479 0.4531 -1.2764 0.732 -1.078 0.062
H 1.8077 1.0994 0.4257 -0.111 -1.457 -0.646
H 2.3335 -0.6366 0.6812 -0.465 0.942 -1.051
H 0.1709 1.7077 1.0422 -0.469 0.878 -0.196
H 2.1930 0.0385 -1.0348 -0.456 -0.036 0.859

***

Entry 9:
20
Properties=species:S:1:pos:R:3:forces:R:3 method="wB97M-V/def2-TZVPD" e_lumo_ev="1.07 / 1.05" spin_multiplicity=2 mol_weight_g_mol=101.173 relative_energy_kj_mol=63.5 e_tot_ev=-8373.6238 orbital_gap_ev="6.9 / 9.6"
N -2.2377 0.9476 -0.8380 0.804 -0.198 -0.146
N 1.1780 0.4080 1.3288 -0.412 -1.062 0.105
C 2.1296 -0.7017 1.1261 -0.401 0.457 0.000
C -0.6100 0.8050 -2.5594 0.651 -0.133 0.452
C 1.3826 -1.9222 0.6083 0.549 -0.136 -0.085
C -2.6526 0.9504 0.4589 -0.268 0.019 0.304
C -0.9332 0.7063 -1.2626 -1.206 0.208 -0.382
H -0.2648 0.4349 -0.4525 0.163 0.152 -0.180
H -1.9499 0.7021 1.2350 -0.002 0.010 -0.025
H 2.8559 -0.3482 0.3940 0.063 -0.182 -0.059
H 0.8674 -1.6826 -0.3198 -0.154 -0.014 0.048
H 2.0876 -2.7302 0.3956 -0.014 0.008 0.010
H -2.8974 1.1947 -1.5505 -0.155 0.064 -0.105
H 1.6122 1.2980 1.3836 0.554 0.733 0.088
H 2.6746 -0.9493 2.0417 0.096 -0.043 -0.005
H -3.6778 1.2125 0.6502 0.015 -0.037 0.126
H -1.3276 1.0594 -3.3266 -0.056 0.050 0.008
H 0.6778 -2.3092 1.3437 -0.142 0.130 -0.010
H 0.4200 0.6591 -2.8464 -0.016 -0.087 -0.155
H 0.6653 0.2655 2.1898 -0.068 0.062 0.013

***

Entry 10:
20
Properties=species:S:1:pos:R:3:forces:R:3 method="wB97M-V/def2-TZVPD" smiles="C=CC[C@@H]([NH3+])CN" e_lumo_ev=-3.31 spin_multiplicity=1 mol_weight_g_mol=101.173 relative_energy_kj_mol=335.4 e_tot_ev=-8367.3338 charge=+1 orbital_gap_ev=10.4
N 0.0144 -1.5516 -2.2694 -0.242 0.237 1.098
N 1.4181 -0.3776 -0.3003 -0.573 -0.369 -1.333
C -0.8356 0.8030 0.4998 -0.155 0.854 1.025
C 0.0984 0.2862 -0.6428 -3.372 0.390 -1.737
C -0.0039 1.4243 1.5970 -1.014 -1.027 1.414
C -0.8296 -0.8603 -1.2684 4.401 -1.039 2.693
C -0.0381 0.8448 2.7980 1.941 0.751 2.331
H -1.2796 -0.1708 0.9581 0.167 2.112 -0.705
H 0.2475 1.1200 -1.3907 0.365 -1.070 0.741
H 0.5064 2.3640 1.5223 0.314 0.304 -0.554
H -1.6865 1.6462 0.1975 2.216 -2.645 0.097
H 2.2122 0.2262 -0.4017 0.404 1.040 0.849
H 0.5878 1.1913 3.7263 -1.214 -0.219 -2.075
H 1.6303 -1.0210 -1.1481 -1.100 -0.189 1.863
H 1.3729 -0.8042 0.6468 0.332 -0.014 -0.813
H -1.7294 -0.4617 -1.6129 -1.495 0.663 -0.456
H 0.5211 -0.9700 -2.9281 -0.521 0.514 0.008
H -0.5867 -2.1161 -2.8073 -0.394 -1.220 -0.850
H -0.6160 -0.0233 3.0819 -0.227 -0.211 -0.512
H -1.0038 -1.5494 -0.2580 0.166 1.137 -3.086

***

Entry 11:
20
Properties=species:S:1:pos:R:3:forces:R:3 method="wB97M-V/def2-TZVPD" smiles="CCCCNC=[NH2+]" e_lumo_ev=-4.66 spin_multiplicity=1 mol_weight_g_mol=101.173 relative_energy_kj_mol=320.5 e_tot_ev=-8367.4888 charge=+1 orbital_gap_ev=9.8
N 0.8562 -1.0267 3.2471 -1.757 0.930 -0.838
N -0.1491 -1.0128 0.9095 3.943 1.652 5.797
C 0.8404 -0.0846 0.2796 2.243 -0.060 -3.643
C -0.5856 0.2628 -2.7442 0.338 -0.070 -1.878
C -0.0540 -1.2812 2.2682 -1.749 -1.133 -1.057
C -1.0562 1.0725 -1.5353 1.022 -1.953 0.563
C 0.0821 1.1820 -0.4283 -1.347 -2.973 0.873
H -2.0230 0.6852 -1.1439 0.725 0.217 0.049
H -1.2015 2.1015 -1.7916 -0.304 0.575 -0.361
H 1.4994 -0.7134 -0.4946 -1.860 1.130 1.238
H -0.5132 1.5156 0.4142 0.656 1.266 0.329
H 0.4419 -0.5891 4.0757 0.009 -0.991 0.089
H 0.2917 0.7767 -3.1632 -0.032 0.019 0.098
H 1.8176 -0.7440 3.1723 0.186 0.344 -1.038
H -0.9678 -1.9190 2.6266 1.720 1.415 -0.453
H -0.5175 -1.8116 0.4864 -1.103 -0.949 -1.733
H -0.1718 -0.7677 -2.5499 -0.924 0.835 0.102
H 0.9031 1.7389 -0.8091 0.357 1.133 0.051
H 1.7942 0.3736 0.8424 -2.840 -1.204 0.020
H -1.2867 0.2414 -3.6620 0.717 -0.182 1.791

***

Entry 12:
20
Properties=species:S:1:pos:R:3:forces:R:3 method="wB97M-V/def2-TZVPD" e_lumo_ev=-7.35 spin_multiplicity=1 mol_weight_g_mol=101.173 relative_energy_kj_mol=482.4 e_tot_ev=-8365.8101 charge=+1 orbital_gap_ev=6.2
N -1.4659 -2.6665 1.3052 0.664 -0.506 -0.789
N 0.4667 1.2772 -1.8075 0.011 0.553 1.643
C -1.3429 -1.6395 0.3289 -1.546 2.095 -1.580
C 0.2795 1.2711 -0.3361 -1.980 0.036 -2.595
C -0.0467 -1.2075 -0.3780 1.020 -2.711 4.632
C 0.7626 -0.1508 0.1375 1.175 0.676 -0.017
C 0.8536 2.4816 0.3072 0.436 0.773 0.837
H -0.8227 1.2621 -0.2300 0.529 0.182 0.439
H 1.9128 2.4468 0.5780 -0.021 -0.358 -0.225
H 0.4483 -2.0728 -0.8170 0.041 0.387 -1.146
H -1.5126 -3.5744 0.8704 0.122 -0.248 0.517
H -1.9626 -1.9517 -0.5087 -0.311 -0.199 -0.236
H 0.8007 -0.1132 1.2574 -0.922 -0.242 -0.565
H 0.3143 2.7079 1.2278 0.026 0.010 -0.007
H 0.3300 0.3649 -2.2002 0.392 0.108 -0.579
H 1.8052 -0.1659 -0.1574 0.160 -0.449 -0.312
H -1.8408 -0.7290 0.6438 0.015 0.238 0.473
H 0.7397 3.3520 -0.3507 -0.166 -0.299 0.033
H -1.0389 -2.6344 2.2161 0.358 0.215 -0.182
H 1.3198 1.7419 -2.0866 -0.004 -0.262 -0.339